# 1
61
Properties=species:S:1:pos:R:3:forces:R:3 method="wB97M-V/def2-TZVPD" charge=+2 total_energy_ha=-1208.6031
Zr 2.204 -0.592 0.351 -7.710 1.875 -0.596
C 0.255 2.713 -2.851 0.642 -0.936 0.505
C -0.356 3.004 -1.480 0.706 0.482 -0.398
C -1.689 3.610 -1.852 -2.457 0.233 0.743
C -2.626 3.688 -0.662 0.791 1.399 0.403
C -2.871 2.346 -0.099 -0.468 -0.555 -0.437
C -1.593 1.608 0.412 -1.143 0.792 1.348
N -0.520 1.738 -0.638 1.288 -1.301 0.983
O 0.705 1.039 -0.318 0.354 -0.633 0.291
C -2.013 0.131 0.758 2.313 0.545 -0.094
C -1.274 2.365 1.799 -0.057 0.484 -2.000
C 0.471 4.124 -0.814 0.882 -0.105 0.382
H 0.470 3.653 -3.358 -0.126 -0.094 0.000
H -0.433 2.106 -3.440 0.077 0.082 -0.088
H 1.191 2.166 -2.739 0.161 0.041 -0.107
H -2.254 3.082 -2.621 0.399 -0.573 -0.145
H -1.634 4.619 -2.260 0.831 -0.058 -0.011
H -3.551 4.223 -0.878 -0.062 -0.238 -0.263
H -2.161 4.289 0.120 0.114 0.365 0.010
H -3.400 1.809 -0.886 0.168 -0.690 0.086
H -3.598 2.485 0.701 0.188 -0.563 0.303
H -2.016 -0.500 -0.130 -0.661 0.100 -0.006
H -2.856 0.030 1.443 -0.361 0.398 -0.641
H -1.189 -0.264 1.352 0.200 -0.254 0.054
H -0.418 1.971 2.346 -0.647 -0.100 0.288
H -2.224 2.488 2.319 0.333 -0.819 0.599
H -1.041 3.411 1.597 0.342 -0.068 -0.168
H 0.303 4.350 0.239 -0.682 -0.045 -0.132
H 0.344 5.027 -1.411 -0.123 0.016 0.197
H 1.547 3.946 -0.817 0.134 -0.446 -0.327
F 0.713 -2.007 0.681 2.800 1.984 -0.367
C -0.493 -4.964 1.920 1.129 -2.673 1.032
O -1.062 -4.066 1.092 -0.819 2.041 -1.194
H 0.227 -4.522 2.609 -0.313 0.147 0.683
H -1.252 -5.585 2.395 0.009 0.367 0.527
H 0.112 -5.702 1.395 0.228 -0.216 -0.479
H -0.468 -3.313 1.100 -0.418 0.204 -0.414
C 3.463 -2.850 2.395 -0.080 -0.920 0.549
O 3.415 -1.414 2.093 0.178 -0.481 -0.892
H 3.514 -2.945 3.479 -0.343 0.011 -0.014
H 2.546 -3.304 2.019 0.187 -0.011 -0.041
H 4.372 -3.328 2.030 -0.146 0.267 -0.485
H 3.974 -1.063 2.791 0.139 1.004 -0.054
C 0.931 -0.571 3.446 -1.614 -1.123 1.663
O 1.185 0.214 2.286 1.495 -1.037 -0.108
H 0.864 -1.646 3.275 0.290 0.177 -0.765
H 1.544 -0.449 4.339 0.788 0.589 -0.513
H -0.067 -0.334 3.813 -0.173 0.192 -0.203
H 0.923 1.108 2.516 0.032 0.480 -0.600
C -0.553 -4.029 -2.115 -0.774 0.002 0.719
O -0.066 -3.036 -2.983 0.580 0.837 -0.695
H -1.605 -4.194 -2.350 -0.023 -0.359 0.156
H 0.019 -4.952 -2.210 -0.030 -0.010 0.245
H -0.531 -3.594 -1.115 0.172 -0.514 -0.006
H -0.367 -3.300 -3.856 0.222 0.393 -0.322
C 2.073 -0.654 -3.076 0.738 0.649 -2.279
O 1.505 -0.988 -1.872 0.871 -0.035 3.787
H 2.724 -1.479 -3.366 -0.222 0.150 -0.762
H 1.193 -0.448 -3.687 0.597 -0.298 -0.931
H 2.644 0.275 -3.093 0.065 0.064 0.596
H 0.752 -1.522 -2.132 -0.994 -1.215 0.388

=====

# 2
60
Properties=species:S:1:pos:R:3:forces:R:3 method="wB97M-V/def2-TZVPD" total_energy_ha=-1662.2874
K -4.976 11.661 -0.190 -0.231 -0.665 -0.398
C -8.850 11.312 -2.005 -0.052 0.278 -0.033
C -8.073 10.397 -1.060 0.860 -0.609 -0.018
O -6.920 9.871 -1.638 0.282 0.943 0.037
H -9.918 11.335 -1.773 -0.031 -0.126 -0.119
H -8.674 10.934 -3.015 -0.293 -0.007 -0.017
H -8.527 12.360 -1.978 0.243 -0.098 0.018
H -8.751 9.581 -0.755 -0.104 0.055 0.169
H -7.805 10.964 -0.143 -0.395 0.060 0.213
C -6.218 9.232 2.704 -0.471 -0.058 -0.628
O -5.318 10.277 2.392 0.179 0.253 0.062
C -4.227 10.346 3.296 -0.152 0.757 0.027
C -3.560 11.711 3.173 0.582 -0.094 0.122
N -2.914 11.837 1.882 -0.782 0.078 -0.743
C -2.233 13.083 1.601 0.641 -0.066 0.602
C -1.598 13.100 0.230 -0.293 -0.090 -0.968
O -2.641 13.154 -0.737 -0.614 -0.164 0.380
C -2.223 13.191 -2.077 0.795 -0.362 -0.529
H -6.968 9.194 1.910 0.208 0.061 -0.108
H -6.782 9.427 3.622 0.380 -0.093 0.245
H -5.700 8.269 2.710 -0.056 -0.029 0.306
H -3.487 9.570 3.066 -0.098 -0.206 0.165
H -4.602 10.242 4.320 0.147 -0.222 0.042
H -2.837 11.878 3.989 -0.004 -0.392 0.122
H -4.293 12.503 3.330 -0.158 -0.018 -0.325
H -2.385 11.015 1.625 0.195 0.035 0.165
H -1.430 13.260 2.339 -0.062 0.179 -0.037
H -2.957 13.896 1.699 0.080 0.079 -0.089
H -0.993 12.197 0.060 -0.093 -0.069 0.116
H -0.923 13.942 0.034 -0.049 0.160 0.523
H -3.029 12.899 -2.749 -0.306 0.125 0.288
H -1.417 12.465 -2.248 0.012 0.038 0.054
H -1.845 14.175 -2.373 -0.057 0.098 0.138
C -3.227 7.366 0.334 -0.017 -0.299 -0.451
C -4.546 7.621 -0.375 -0.092 0.512 0.124
O -4.456 8.791 -1.165 0.125 0.211 0.231
H -3.075 8.114 1.113 0.081 0.002 0.030
H -2.383 7.395 -0.358 -0.057 0.116 -0.034
H -3.232 6.368 0.777 -0.022 0.061 0.187
H -5.293 7.764 0.416 -0.230 -0.137 -0.199
H -4.870 6.795 -1.014 0.167 -0.240 0.177
H -5.377 9.071 -1.399 -0.302 0.155 0.008
C -5.319 12.674 -5.489 0.361 -0.467 0.026
C -6.129 11.767 -4.593 -0.166 0.303 1.251
O -5.684 11.987 -3.244 0.065 0.479 0.121
H -4.253 12.449 -5.390 -0.054 -0.211 -0.108
H -5.404 13.718 -5.193 -0.388 0.026 -0.111
H -5.614 12.514 -6.526 0.058 0.257 -0.060
H -6.040 10.698 -4.797 0.151 0.056 -0.386
H -7.193 12.023 -4.624 0.000 0.000 -0.300
H -6.321 11.561 -2.635 0.122 -0.815 -0.251
C -7.359 14.819 2.762 0.261 -0.144 0.440
C -6.341 13.867 2.150 -0.094 0.471 0.829
O -6.661 13.559 0.806 0.433 -0.014 -0.067
H -8.286 14.283 2.960 -0.138 0.177 -0.177
H -7.541 15.694 2.138 -0.057 -0.071 -0.109
H -6.978 15.185 3.720 -0.060 -0.027 -0.022
H -6.320 12.952 2.745 -0.229 -0.229 -0.408
H -5.329 14.281 2.279 -0.048 0.104 -0.455
H -6.552 14.374 0.302 -0.172 -0.106 -0.071

=====

# 3
59
Properties=species:S:1:pos:R:3:forces:R:3 method="wB97M-V/def2-TZVPD" total_energy_ha=-1207.8197
Mg 15.801 10.195 16.668 -0.815 0.183 -0.416
C 14.996 14.011 15.552 0.875 0.144 0.513
C 14.628 13.182 16.772 -0.742 -0.120 0.799
C 13.124 12.825 16.761 -0.268 0.375 0.626
O 15.452 12.085 16.992 0.333 -0.872 -0.321
H 14.470 14.966 15.538 -0.355 -0.171 -0.168
H 14.868 13.450 14.627 -0.109 0.089 -0.058
H 16.049 14.292 15.671 0.044 -0.189 -0.293
H 14.754 13.799 17.680 -0.097 0.501 -0.281
H 12.857 11.977 16.131 0.169 0.014 -0.111
H 12.493 13.683 16.501 0.249 0.020 -0.433
H 12.771 12.629 17.779 0.243 -0.404 -0.039
C 12.619 8.829 15.239 -0.163 0.610 -0.099
C 14.000 8.964 14.582 0.157 -1.048 -0.214
C 14.080 10.226 13.727 0.081 0.120 -0.429
O 15.061 8.816 15.461 0.209 0.639 0.689
H 11.836 8.938 14.481 -0.001 -0.017 -0.012
H 12.460 9.634 15.965 0.041 -0.067 0.096
H 12.455 7.869 15.727 0.281 -0.047 0.053
H 14.040 8.112 13.881 0.039 0.020 -0.209
H 13.449 10.141 12.836 -0.332 0.094 0.238
H 15.077 10.375 13.302 0.170 -0.139 0.337
H 13.814 11.126 14.286 -0.045 0.014 -0.003
C 17.848 12.181 13.934 0.085 -0.364 -0.832
C 18.223 11.457 15.214 0.035 0.341 -0.809
O 17.405 10.276 15.348 0.695 0.839 0.349
H 18.086 11.556 13.064 0.244 0.044 0.082
H 18.386 13.123 13.814 -0.020 -0.012 0.120
H 16.779 12.354 13.817 -0.021 0.162 0.547
H 18.102 12.150 16.045 -0.352 -0.527 0.371
H 19.268 11.138 15.169 0.045 0.122 0.126
H 17.732 9.642 14.705 -0.505 -0.228 -0.035
C 14.187 9.721 20.531 -0.260 -0.469 -0.201
C 13.666 9.943 19.122 0.061 -0.338 0.042
O 14.581 9.400 18.150 -0.407 0.121 0.501
H 13.458 10.082 21.258 0.251 0.404 0.046
H 15.166 10.191 20.606 -0.124 0.220 0.326
H 14.297 8.659 20.770 0.064 -0.047 -0.256
H 13.563 11.006 18.925 0.161 -0.010 -0.163
H 12.699 9.471 18.933 -0.094 0.093 0.232
H 14.376 8.466 18.032 0.042 0.054 -0.333
C 19.266 8.261 17.439 0.620 -0.305 -0.403
C 17.771 8.253 17.613 0.272 -0.554 0.404
O 17.302 9.550 18.031 0.427 -0.749 -0.309
H 19.851 8.491 18.333 -0.363 0.345 0.133
H 19.520 8.964 16.645 0.191 0.030 0.109
H 19.646 7.274 17.157 -0.270 0.009 -0.212
H 17.485 7.486 18.342 -0.123 0.209 0.116
H 17.285 7.958 16.682 -0.177 0.386 -0.031
H 17.698 9.696 18.896 -0.411 0.594 0.059
C 18.140 13.844 20.467 -0.466 -0.450 -0.052
C 17.697 13.149 19.194 -0.130 0.495 -0.143
O 16.654 12.237 19.500 0.293 -0.112 -0.013
H 18.845 14.650 20.274 0.176 -0.098 0.033
H 18.560 13.073 21.116 0.201 0.280 0.179
H 17.259 14.253 20.962 0.057 0.073 0.033
H 18.563 12.663 18.726 -0.051 -0.241 0.000
H 17.329 13.878 18.463 0.010 0.055 0.017
H 16.120 12.165 18.681 -0.122 -0.121 -0.302

=====

Looking at molar mass for the records above, in order, we have 426.68; 355.56; 326.76 g mol⁻¹.
Looking at ΔE to the lowest compared entry with this formula, charge and spin for the records above, in order, we have 254.5; 0.0; 7.1 kJ/mol.
Looking at E_LUMO for the records above, in order, we have -8.76; 0.01; 0.33 eV.